{"formula": "C42H43AsNO3OsP2S", "method": "ωB97M-V/def2-TZVPD", "species": ["Os", "O", "S", "C", "C", "C", "C", "C", "C", "P", "C", "C", "C", "C", "C", "C", "C", "C", "C", "C", "C", "C", "C", "C", "C", "C", "C", "C", "P", "C", "C", "C", "C", "C", "C", "C", "C", "C", "C", "C", "C", "H", "H", "H", "H", "H", "H", "H", "H", "H", "H", "H", "H", "H", "H", "H", "H", "H", "H", "H", "H", "H", "H", "H", "H", "H", "H", "H", "H", "N", "C", "C", "C", "O", "O", "H", "H", "H", "H", "H", "H", "C", "As", "C", "C", "H", "H", "H", "H", "H", "H", "H", "H", "H"], "xyz": [[0.543140, -0.756838, 0.252767], [-1.599480, 1.326661, 1.451969], [-1.268584, -0.101836, 1.552815], [-2.661946, -1.089513, 1.152983], [-3.920297, -0.674751, 1.571936], [-5.002742, -1.488039, 1.281206], [-4.817794, -2.685685, 0.593019], [-3.556785, -3.064258, 0.151210], [-2.459803, -2.252403, 0.415168], [-0.839227, -2.598945, -0.314815], [-1.065367, -2.833771, -2.074167], [-1.428776, -4.073417, -2.600685], [-1.682071, -4.188790, -3.959701], [-1.576310, -3.077813, -4.788999], [-1.217056, -1.841416, -4.267739], [-0.958011, -1.715870, -2.909367], [-0.198479, -4.080267, 0.447601], [0.706333, -4.896679, -0.235685], [1.285401, -5.974697, 0.422043], [0.976318, -6.225499, 1.755470], [0.088323, -5.403449, 2.441020], [-0.496884, -4.325849, 1.791846], [-0.851626, -0.522412, 3.210688], [-1.840365, -0.749329, 4.158373], [-1.454240, -0.957567, 5.470410], [-0.105869, -0.939759, 5.820522], [0.873535, -0.715612, 4.860028], [0.506589, -0.501365, 3.537229], [1.755692, -0.193592, 2.256799], [2.303114, 1.502981, 2.455416], [1.469179, 2.433266, 3.072612], [1.877113, 3.754761, 3.181664], [3.103914, 4.151650, 2.662476], [3.929529, 3.230060, 2.027783], [3.529409, 1.906915, 1.919586], [3.116633, -1.318088, 2.589411], [4.224498, -0.941540, 3.350806], [5.203799, -1.881891, 3.651313], [5.081437, -3.190336, 3.201327], [3.977726, -3.573928, 2.446793], [2.997014, -2.641959, 2.139806], [-4.049948, 0.267795, 2.095395], [-5.997807, -1.185111, 1.588080], [-5.671373, -3.318405, 0.376415], [-3.437237, -3.978476, -0.420822], [-1.512937, -4.946460, -1.963368], [-1.963714, -5.149990, -4.373029], [-1.776319, -3.177837, -5.849748], [-1.146150, -0.976785, -4.919082], [-0.691798, -0.745940, -2.499503], [0.943567, -4.710613, -1.279471], [1.967436, -6.629844, -0.110720], [1.424013, -7.073580, 2.261256], [-0.156382, -5.610881, 3.476815], [-1.202149, -3.693241, 2.323712], [-2.890021, -0.766910, 3.889621], [-2.210218, -1.141726, 6.225276], [0.184002, -1.107630, 6.851669], [1.922033, -0.715316, 5.141759], [0.514501, 2.130617, 3.482399], [1.247780, 4.470957, 3.697549], [3.426786, 5.181605, 2.766253], [4.889241, 3.541310, 1.627639], [4.190426, 1.188182, 1.447559], [4.329934, 0.076766, 3.710935], [6.064414, -1.589225, 4.241469], [5.848599, -3.916970, 3.444370], [3.880861, -4.598862, 2.103538], [2.122108, -2.957966, 1.577591], [2.227834, -1.389594, -0.941089], [3.204580, -0.297178, -1.297111], [2.519964, 0.816046, -2.069925], [1.565165, 1.585228, -1.201047], [1.838148, 2.698714, -0.797756], [0.426994, 0.940481, -0.870192], [2.735954, -2.137968, -0.481354], [1.870627, -1.786960, -1.803422], [4.006542, -0.721526, -1.890459], [3.636590, 0.073142, -0.372450], [1.963340, 0.388138, -2.908741], [3.266381, 1.501107, -2.462924], [-1.113875, 4.650001, 1.886087], [-0.034083, 3.997340, 0.421918], [1.056010, 5.487996, -0.088512], [-1.235733, 3.695276, -1.043879], [-0.521399, 5.364556, 2.452760], [-1.449112, 3.834259, 2.522466], [-1.975346, 5.143617, 1.429311], [0.378441, 6.330968, -0.225255], [1.570315, 5.253905, -1.014712], [1.778770, 5.719218, 0.690499], [-1.696845, 4.659971, -1.259013], [-1.990759, 2.965791, -0.762875], [-0.677078, 3.352015, -1.908604]], "atomic_forces_ev_per_a": [[-0.1412, 0.6617, -0.0509], [0.0284, -0.3441, 0.1064], [0.1151, 0.5302, -0.2188], [-0.1910, 0.0185, -0.0187], [0.0128, -0.0161, -0.0176], [-0.1460, -0.0664, -0.0196], [-0.0709, -0.0105, 0.0151], [-0.1129, -0.0470, -0.0120], [-0.0853, 0.0355, 0.0299], [-0.0489, 0.1928, -0.1190], [0.0481, 0.0727, -0.0596], [-0.0477, -0.0698, -0.1047], [-0.0027, -0.0561, 0.0042], [-0.0186, -0.0356, -0.0532], [0.0307, 0.0617, 0.0685], [-0.0162, -0.0653, -0.1004], [0.0842, -0.1024, 0.1181], [0.1068, -0.0701, 0.0395], [0.0374, 0.0117, -0.0402], [0.0242, -0.0252, 0.0049], [-0.0049, 0.0391, -0.0013], [-0.0135, -0.0956, 0.0133], [-0.0153, -0.0394, 0.0807], [0.0147, 0.0286, 0.0124], [0.0571, -0.0575, 0.2316], [-0.0252, -0.0161, 0.0363], [-0.0075, -0.0419, 0.1022], [-0.0643, 0.0401, 0.1157], [0.0537, -0.3913, -0.0489], [0.0736, 0.0472, -0.1375], [0.0109, 0.0332, 0.0158], [0.0877, 0.0512, 0.0648], [0.0400, 0.0227, 0.0257], [0.0228, -0.0130, -0.0461], [0.0142, 0.0821, 0.0417], [0.0622, -0.1215, 0.0084], [0.0586, -0.0374, 0.0177], [-0.0105, 0.0528, -0.0026], [0.0521, -0.0043, 0.0328], [-0.0588, 0.0306, -0.0363], [0.1346, 0.0585, 0.0867], [0.0216, -0.0936, -0.0804], [0.0832, -0.0541, -0.0348], [0.0677, 0.0614, 0.0194], [-0.0206, 0.0706, 0.0259], [0.0004, 0.0316, -0.0192], [0.0172, 0.0647, 0.0209], [0.0094, 0.0042, 0.0814], [0.0014, -0.0881, 0.0735], [-0.0285, 0.0008, 0.0027], [-0.0416, -0.0362, 0.0844], [-0.0773, 0.0782, 0.0610], [-0.0410, 0.0503, -0.0431], [0.0219, 0.0177, -0.0926], [0.0450, -0.0490, -0.0296], [0.1215, -0.0154, 0.0261], [0.0849, 0.0186, -0.0324], [-0.0266, 0.0138, -0.0790], [-0.0923, -0.0111, -0.0116], [-0.0292, -0.0101, 0.0458], [0.0699, -0.0583, -0.0046], [-0.0054, -0.0657, 0.0078], [-0.1169, -0.0417, 0.0567], [-0.0177, 0.0405, 0.0311], [-0.0168, -0.1018, -0.0101], [-0.0639, -0.0244, -0.0398], [-0.0566, 0.0619, -0.0265], [-0.0025, 0.1158, 0.0356], [-0.0539, -0.0274, 0.0248], [0.0975, 0.3472, -0.0181], [-0.2281, -0.2550, 0.0818], [-0.1592, -0.1918, -0.2624], [-0.3091, 0.0067, 0.4380], [-0.3957, -0.2999, -0.1617], [0.9856, 0.1429, -0.2174], [0.1409, -0.1492, 0.1875], [-0.0446, -0.1258, -0.2659], [0.1043, -0.1063, -0.1243], [0.0321, 0.0119, 0.1385], [0.0647, 0.0310, -0.0619], [0.0417, 0.0177, 0.0216], [-0.1242, -0.0308, 0.0287], [-0.0925, 0.2011, 0.0372], [0.0691, 0.0074, -0.0091], [-0.0089, -0.0716, -0.0093], [-0.0776, 0.0137, 0.0008], [-0.0139, 0.0224, -0.0473], [0.0193, 0.0131, 0.1129], [0.0213, 0.0827, -0.0256], [0.0171, 0.0340, -0.0347], [-0.0383, -0.0139, -0.0131], [-0.0569, -0.0030, -0.0471], [0.0174, 0.0042, 0.0219], [-0.0043, 0.0141, -0.0494]], "gap_ev": [8.15, 6.54], "homo_ev": [-15.84, -16.67], "de_lowest_kcal_mol": 6.42, "charge": 3, "spin_multiplicity": 5, "e_lumo_ha": [-0.2824, -0.3723], "total_energy_ha": -5313.1804}